Entry 1:
Molecular formula: C39H54F7N4O8PS
Method: DFT, ωB97M-V/def2-TZVPD

As for the total energy: -3777.9618 Ha. As for the total charge: 0. Its spin multiplicity is 1. As for the frontier orbital gap: 8.360 eV. The structure (SMILES) is CCOCCc1cc2c(cc1N=C=O)N(CCCCCCCOC)c1cc(CCCCNC(C)=O)c([PH2]=N)c(F)c1S2.CCOC(=O)C(F)(F)F.CCOC(=O)C(F)(F)F.

The geometry in XYZ format:
```
114
Properties=species:S:1:pos:R:3:mulliken_charge:R:1
C -6.16 -2.46 -4.78 -1.13
C -4.74 -1.82 -4.76 0.16
O -4.93 -0.42 -4.67 -0.37
C -3.81 0.34 -5.19 -0.70
C -3.49 1.45 -4.17 -0.84
C -2.09 1.41 -3.53 0.86
C -1.49 2.65 -3.26 -0.74
C -0.25 2.72 -2.66 0.62
C 0.48 1.57 -2.30 -0.52
C -0.13 0.36 -2.57 -0.43
C -1.38 0.28 -3.18 -0.53
N -1.93 -1.06 -3.41 -0.41
C -2.24 -1.52 -2.30 0.63
O -2.66 -2.22 -1.44 -0.52
N 1.77 1.73 -1.70 0.67
C 2.48 0.46 -1.51 -2.18
C 4.03 0.67 -1.40 -0.96
C 4.60 -0.46 -0.50 -0.61
C 4.05 -1.90 -0.81 -0.87
C 3.11 -2.46 0.27 -0.08
C 2.78 -3.98 0.08 -0.77
C 1.34 -4.26 0.53 -0.39
O 1.30 -4.54 1.95 -0.42
C -0.03 -4.42 2.39 -0.73
C 1.76 2.55 -0.55 -0.07
C 2.25 2.19 0.69 0.24
C 2.22 3.03 1.80 -0.62
C 2.77 2.47 3.13 -1.28
C 1.70 1.51 3.74 -0.29
C 2.21 1.02 5.14 -1.07
C 1.59 1.84 6.32 -0.39
N 0.60 0.96 7.01 -0.42
C -0.48 1.80 7.45 0.67
C -1.91 1.38 7.02 -0.68
O -0.29 2.77 8.15 -0.56
C 1.70 4.33 1.69 0.59
P 1.59 5.53 3.08 0.42
N 0.16 6.21 3.03 -0.72
C 1.19 4.70 0.43 0.21
F 0.66 5.91 0.28 -0.39
C 1.22 3.85 -0.64 0.28
S 0.54 4.27 -2.25 -0.35
H -6.86 -1.77 -5.29 0.29
H -6.50 -2.56 -3.74 0.28
H -6.17 -3.45 -5.26 0.33
H -4.26 -2.22 -3.85 -0.06
H -4.13 -2.14 -5.62 0.31
H -2.96 -0.31 -5.45 0.51
H -4.20 0.80 -6.12 0.34
H -4.21 1.39 -3.33 0.40
H -3.63 2.46 -4.59 0.32
H -1.96 3.60 -3.51 0.37
H 0.38 -0.57 -2.32 0.60
H 2.35 -0.23 -2.35 1.01
H 2.08 -0.06 -0.62 0.74
H 4.50 0.72 -2.39 0.43
H 4.24 1.62 -0.89 0.43
H 4.47 -0.29 0.58 0.18
H 5.69 -0.48 -0.68 0.47
H 4.94 -2.57 -0.84 0.42
H 3.61 -1.96 -1.82 0.43
H 2.13 -1.95 0.30 0.04
H 3.57 -2.28 1.26 0.28
H 2.82 -4.23 -1.00 0.38
H 3.49 -4.57 0.68 0.33
H 0.90 -5.15 0.04 0.42
H 0.65 -3.41 0.36 0.24
H -0.12 -4.81 3.42 0.29
H -0.74 -5.01 1.78 0.36
H -0.37 -3.36 2.45 0.26
H 2.66 1.19 0.86 -0.01
H 3.68 1.89 2.93 0.38
H 2.91 3.33 3.79 0.61
H 0.73 2.03 3.84 0.33
H 1.52 0.66 3.07 0.36
H 3.30 1.20 5.15 0.42
H 2.02 -0.06 5.28 0.54
H 2.43 2.08 6.99 0.20
H 1.16 2.77 5.92 0.30
H 0.17 0.41 6.27 0.18
H -2.47 1.17 7.93 0.31
H -2.37 2.19 6.44 0.26
H -1.86 0.45 6.43 0.10
H 2.55 6.56 2.95 0.10
H 1.69 4.86 4.33 0.01
H -0.36 6.02 3.89 0.21
C 2.41 2.18 -5.21 -0.66
C 2.91 2.07 -6.63 -0.53
O 2.58 0.79 -7.19 -0.33
C 1.33 0.66 -7.63 0.43
O 0.48 1.50 -7.58 -0.53
C 1.13 -0.74 -8.23 0.86
F 1.64 -1.70 -7.45 -0.25
F 1.74 -0.83 -9.43 -0.26
F -0.16 -1.02 -8.42 -0.24
H 2.78 1.36 -4.60 0.12
H 2.73 3.12 -4.76 0.44
H 1.32 2.14 -5.17 0.19
H 4.00 2.14 -6.64 0.38
H 2.54 2.88 -7.26 0.36
C -4.38 -3.24 2.44 -1.04
C -5.12 -3.05 3.74 -0.26
O -4.45 -3.72 4.82 -0.34
C -3.40 -3.10 5.33 0.38
O -2.97 -2.04 4.96 -0.50
C -2.81 -3.91 6.49 0.87
F -2.69 -5.21 6.18 -0.25
F -3.60 -3.83 7.58 -0.27
F -1.61 -3.47 6.85 -0.23
H -4.24 -4.30 2.23 0.31
H -4.93 -2.79 1.61 0.40
H -3.39 -2.79 2.47 0.28
H -6.11 -3.49 3.67 0.33
H -5.26 -1.99 3.98 0.31
```

Entry 2:
Molecular formula: C39H55HfN6O2S2SbSi3
Method: DFT, ωB97M-V/def2-TZVPD

As for the total energy: -3951.4842 Ha. The value obtained for the energy relative to the best compared isomer or geometry (same formula, charge and spin) is 0.9216 eV. As for the total charge: 0. Its spin multiplicity is 1. As for the frontier orbital gap: 6.233 eV.

The geometry in XYZ format:
```
109
Properties=species:S:1:pos:R:3:mulliken_charge:R:1
Hf -0.49 -0.87 1.09 -0.31
C -2.12 1.48 -6.03 -0.89
C -3.33 1.70 -5.11 -0.40
N -3.62 0.55 -4.28 -0.20
C -2.91 0.19 -3.19 0.17
S -2.80 -1.42 -2.78 -0.50
N -2.31 1.15 -2.45 0.89
N -2.00 0.30 -0.19 0.44
C -2.76 1.26 0.60 0.24
C -3.90 1.98 -0.07 -2.02
C -2.57 1.24 1.96 1.07
C -3.18 2.21 2.83 -1.58
C -3.05 2.11 4.17 -0.74
C -2.31 1.04 4.72 -1.52
C -1.68 0.19 3.86 0.33
N -1.74 0.26 2.51 0.80
H -1.78 2.43 -6.44 0.32
H -1.30 1.04 -5.47 0.12
H -2.38 0.83 -6.85 0.38
H -3.15 2.57 -4.48 0.18
H -4.22 1.90 -5.71 0.41
H -3.98 -0.26 -4.77 0.33
H -3.59 2.91 -0.55 0.09
H -4.36 1.34 -0.82 0.29
H -4.67 2.21 0.66 0.67
H -3.70 3.04 2.39 0.43
H -3.50 2.84 4.83 0.44
H -2.22 0.90 5.78 0.49
H -1.09 -0.62 4.28 0.33
C 0.87 -0.54 -3.27 -0.80
Sb 2.21 -0.28 -1.50 0.02
C 1.41 -1.59 0.08 1.70
C 2.46 -1.41 1.08 -0.52
C 2.61 -2.19 2.25 0.37
C 3.68 -1.98 3.09 -1.09
C 4.62 -0.99 2.79 -1.21
C 4.39 -0.24 1.66 -0.41
N 3.37 -0.44 0.84 0.13
Si 1.31 -3.43 -0.45 0.50
C 0.94 -4.81 0.83 -1.15
C 3.10 -3.82 -1.03 -1.36
C 0.15 -3.74 -1.94 -0.65
C 1.55 1.83 -0.67 1.32
C 1.68 1.74 0.79 -0.34
C 2.55 2.58 1.50 -1.18
C 2.72 2.47 2.85 -1.20
C 2.05 1.46 3.52 -1.49
C 1.17 0.69 2.79 0.04
N 0.92 0.86 1.48 1.21
Si -0.22 2.38 -1.09 -0.27
C -0.74 3.61 0.28 -0.87
C -0.38 3.35 -2.74 -1.21
C -1.37 0.85 -1.39 -1.62
Si 2.93 2.90 -1.52 0.58
C 2.94 2.58 -3.41 -1.18
C 4.70 2.44 -0.98 -1.25
C 2.72 4.80 -1.28 -1.18
H 1.50 -0.93 -4.06 0.54
H 0.48 0.42 -3.60 -0.12
H 0.05 -1.25 -3.13 0.12
H 1.90 -2.96 2.49 0.16
H 3.80 -2.60 3.97 0.47
H 5.49 -0.83 3.41 0.46
H 5.07 0.54 1.36 0.35
H 1.68 -4.84 1.61 0.33
H 0.96 -5.77 0.33 0.58
H -0.04 -4.70 1.29 0.27
H 3.79 -3.72 -0.21 0.31
H 3.41 -3.14 -1.82 0.27
H 3.19 -4.83 -1.42 0.38
H -0.74 -3.11 -1.93 -0.20
H -0.21 -4.77 -1.91 0.45
H 0.67 -3.61 -2.88 0.35
H 3.08 3.35 0.96 0.38
H 3.37 3.15 3.38 0.45
H 2.18 1.29 4.58 0.57
H 0.66 -0.13 3.28 0.46
H -0.03 4.44 0.31 0.53
H -0.73 3.14 1.26 0.06
H -1.73 4.04 0.13 0.43
H 0.41 4.09 -2.84 0.25
H -1.32 3.90 -2.79 0.48
H -0.33 2.72 -3.62 0.09
H -2.64 -0.44 -0.52 0.81
H -0.77 0.01 -1.78 -0.15
H -2.62 2.10 -2.56 0.44
H 3.37 1.61 -3.62 0.30
H 3.55 3.33 -3.90 0.48
H 1.96 2.62 -3.86 0.32
H 4.83 1.36 -0.99 0.24
H 4.96 2.80 0.02 0.37
H 5.42 2.87 -1.67 0.56
H 1.82 5.18 -1.75 0.32
H 3.56 5.31 -1.73 0.48
H 2.69 5.11 -0.23 0.35
O -0.44 -2.80 4.56 -0.72
C -0.80 -2.85 3.39 0.09
O -0.18 -2.17 2.47 1.47
C -1.93 -3.72 2.99 -0.33
C -2.39 -4.62 3.95 -1.10
C -3.44 -5.48 3.70 -0.69
C -4.09 -5.42 2.47 -0.57
C -3.65 -4.53 1.51 -0.98
C -2.57 -3.68 1.73 1.15
S -2.11 -2.69 0.38 -0.21
H -1.88 -4.62 4.90 0.49
H -3.76 -6.18 4.46 0.40
H -4.93 -6.07 2.27 0.41
H -4.15 -4.47 0.56 0.54
```

Entry 3:
Molecular formula: C39H56BrEuN2OP2Se
Method: DFT, ωB97M-V/def2-TZVPD

As for the total energy: -8073.0891 Ha. The value obtained for the energy relative to the best compared isomer or geometry (same formula, charge and spin) is 0.0000 eV. As for the total charge: -1. Its spin multiplicity is 8. As for the frontier orbital gap (spin up / spin down): 6.066 / 6.769 eV.

The geometry in XYZ format:
```
103
Properties=species:S:1:pos:R:3:mulliken_spin:R:1
Eu -1.00 -0.32 -0.15 6.95
C -4.71 -1.78 2.43 0.00
C -3.60 -2.82 2.44 0.00
C -3.97 -4.01 1.56 0.00
P -2.05 -2.04 1.86 0.04
C -0.77 -3.37 2.01 -0.02
C 0.60 -2.86 1.58 0.03
C -0.64 -4.15 3.32 0.00
C -1.75 -0.80 3.15 -0.01
C -1.47 -1.14 4.48 0.00
C -1.13 -0.20 5.44 0.00
C -1.06 1.15 5.03 0.00
C -1.37 1.52 3.75 0.00
C -1.81 0.58 2.79 0.00
N -2.19 0.97 1.54 0.00
C -2.80 2.15 1.30 -0.06
C -3.58 2.77 2.31 0.00
C -4.22 3.97 2.09 0.00
C -4.15 4.62 0.86 0.00
C -3.47 3.99 -0.15 0.00
C -2.79 2.78 0.03 0.01
P -2.24 1.87 -1.44 0.08
C -3.89 1.58 -2.24 -0.01
C -4.08 0.09 -2.43 0.01
C -4.19 2.34 -3.54 0.00
C -1.07 2.91 -2.43 -0.01
C -1.49 4.26 -3.01 0.00
C 0.20 3.09 -1.58 0.02
H -5.65 -2.21 2.78 0.00
H -4.49 -0.90 3.06 0.00
H -4.87 -1.40 1.42 0.00
H -3.46 -3.14 3.47 0.00
H -4.09 -3.72 0.53 0.00
H -3.24 -4.82 1.61 0.00
H -4.93 -4.43 1.91 0.00
H -1.11 -4.05 1.22 0.00
H 1.00 -2.13 2.29 0.00
H 1.32 -3.68 1.53 0.00
H 0.61 -2.41 0.58 -0.01
H -0.11 -3.54 4.06 0.00
H -1.61 -4.44 3.75 0.00
H -0.05 -5.05 3.16 0.00
H -1.51 -2.18 4.76 0.00
H -0.92 -0.48 6.46 0.00
H -0.73 1.91 5.75 0.00
H -1.31 2.57 3.47 0.00
H -3.69 2.27 3.26 0.00
H -4.81 4.39 2.91 0.00
H -4.65 5.56 0.68 0.00
H -3.51 4.41 -1.15 0.00
H -4.59 1.92 -1.48 0.00
H -3.33 -0.34 -3.11 0.00
H -3.98 -0.49 -1.52 0.00
H -5.07 -0.14 -2.85 0.00
H -3.44 2.15 -4.31 0.00
H -5.14 1.99 -3.96 0.00
H -4.25 3.42 -3.42 0.00
H -0.82 2.25 -3.27 0.00
H -1.76 4.96 -2.21 0.00
H -0.64 4.72 -3.54 0.00
H -2.32 4.22 -3.70 0.00
H -0.02 3.70 -0.71 0.00
H 0.60 2.14 -1.23 -0.01
H 0.96 3.62 -2.16 0.00
C 7.36 -0.31 -0.80 0.00
C 6.38 -0.18 0.37 0.00
C 6.71 1.13 1.10 0.00
C 6.58 -1.37 1.31 0.00
C 4.93 -0.15 -0.09 0.00
C 3.92 0.15 0.82 0.00
C 2.60 0.13 0.43 -0.01
Br 1.21 0.64 1.63 0.01
C 2.21 -0.22 -0.88 0.01
O 0.98 -0.26 -1.20 -0.01
C 3.22 -0.47 -1.83 0.00
C 4.54 -0.44 -1.40 -0.01
C 2.87 -0.78 -3.28 0.00
C 2.13 -2.12 -3.37 0.00
C 4.13 -0.89 -4.15 0.00
C 1.98 0.33 -3.85 -0.01
H 8.37 -0.29 -0.41 0.00
H 7.24 0.53 -1.51 0.00
H 7.23 -1.24 -1.36 0.00
H 7.77 1.17 1.34 0.00
H 6.16 1.23 2.04 0.00
H 6.45 1.99 0.48 0.00
H 7.60 -1.43 1.70 0.00
H 6.36 -2.29 0.77 0.00
H 5.90 -1.31 2.16 0.00
H 4.16 0.42 1.85 0.00
H 5.32 -0.65 -2.12 0.00
H 2.76 -2.92 -2.97 0.00
H 1.86 -2.36 -4.40 0.00
H 1.22 -2.10 -2.77 0.00
H 4.78 -1.72 -3.87 0.00
H 4.73 0.02 -4.15 0.00
H 3.82 -1.05 -5.19 0.00
H 1.03 0.39 -3.32 0.01
H 1.76 0.14 -4.91 0.00
H 2.49 1.30 -3.77 0.00
Se -1.33 -2.40 -2.00 -0.01
C -3.04 -3.00 -1.77 0.01
N -4.11 -3.40 -1.63 0.00
```

Entry 4:
Molecular formula: C39H56NO4PtS2Si4Te
Method: DFT, ωB97M-V/def2-TZVPD

As for the total energy: -4217.0264 Ha. The value obtained for the energy relative to the best compared isomer or geometry (same formula, charge and spin) is 2.0296 eV. As for the total charge: -1. Its spin multiplicity is 3. As for the frontier orbital gap (spin up / spin down): 5.758 / 6.774 eV.

The geometry in XYZ format:
```
108
Properties=species:S:1:pos:R:3:nbo_charge:R:1
Pt 0.05 1.35 0.37 0.35
O 3.05 -0.15 0.43 -0.61
N 2.50 -0.11 1.65 0.22
O 1.21 -0.10 1.61 -0.60
C -1.87 -7.46 -0.83 -0.62
C -1.22 -6.13 -0.58 -0.05
C -1.64 -5.00 -1.28 -0.17
C -1.04 -3.77 -1.07 -0.24
C -0.01 -3.65 -0.15 -0.23
C 0.44 -4.76 0.53 -0.21
C -0.16 -6.00 0.31 -0.22
S 0.61 -1.96 0.31 1.32
C -0.91 -1.76 1.30 -0.80
O 0.40 -1.22 -0.96 -1.02
H -2.94 -7.35 -1.01 0.21
H -1.73 -8.13 0.02 0.21
H -1.43 -7.94 -1.71 0.21
H -2.46 -5.09 -1.99 0.20
H -1.35 -2.89 -1.61 0.24
H 1.25 -4.66 1.25 0.22
H 0.19 -6.88 0.84 0.20
H -1.77 -1.98 0.68 0.24
H -0.97 -0.73 1.64 0.26
H -0.85 -2.44 2.15 0.22
O -2.68 0.34 0.40 -0.98
S -4.00 0.99 0.29 1.27
C -5.18 -0.34 -0.29 -0.62
C -5.15 -1.48 0.67 -0.05
C -4.42 -2.63 0.37 -0.14
C -4.37 -3.68 1.26 -0.22
C -5.05 -3.61 2.47 -0.22
C -5.78 -2.47 2.78 -0.21
C -5.82 -1.41 1.89 -0.20
C -4.00 1.94 -1.31 -0.65
C -3.71 1.07 -2.49 0.04
C -2.44 0.50 -2.62 -0.22
C -2.18 -0.36 -3.67 -0.20
C -3.16 -0.66 -4.60 -0.23
C -4.42 -0.09 -4.48 -0.23
C -4.70 0.76 -3.42 -0.24
H -4.86 -0.66 -1.28 0.24
H -6.15 0.16 -0.34 0.22
H -3.89 -2.69 -0.58 0.21
H -3.79 -4.56 1.02 0.22
H -5.02 -4.44 3.16 0.21
H -6.31 -2.40 3.72 0.21
H -6.38 -0.51 2.13 0.21
H -3.20 2.65 -1.15 0.28
H -4.97 2.44 -1.36 0.22
H -1.67 0.72 -1.89 0.27
H -1.19 -0.80 -3.75 0.23
H -2.95 -1.34 -5.42 0.21
H -5.20 -0.31 -5.20 0.20
H -5.69 1.19 -3.33 0.20
C -0.95 3.00 -0.02 -0.34
C -1.43 4.12 -0.14 -0.22
C -1.97 5.42 -0.28 -0.01
C -2.45 6.12 0.84 -0.23
C -2.93 7.41 0.71 -0.22
C -2.97 8.03 -0.53 -0.24
C -2.50 7.35 -1.65 -0.22
C -2.01 6.06 -1.53 -0.24
H -2.41 5.63 1.80 0.22
H -3.28 7.95 1.59 0.20
H -3.35 9.04 -0.63 0.20
H -2.52 7.84 -2.62 0.20
H -1.64 5.52 -2.40 0.22
C 4.37 5.51 1.99 -1.10
Si 3.25 3.97 1.84 1.29
C 1.48 4.62 1.92 -1.11
C 3.47 2.91 3.40 -1.11
Si 3.88 2.78 -0.13 -0.24
Te 2.25 1.10 -1.11 0.41
Si 5.88 1.57 0.35 1.29
C 7.28 2.84 0.61 -1.10
C 6.42 0.49 -1.12 -1.10
C 5.93 0.49 1.91 -1.10
Si 4.12 4.31 -1.91 1.25
C 2.68 5.54 -1.99 -1.10
C 5.70 5.36 -1.70 -1.10
C 4.31 3.52 -3.63 -1.09
H 4.27 5.96 2.98 0.23
H 4.09 6.27 1.26 0.23
H 5.42 5.27 1.83 0.22
H 1.28 5.17 2.85 0.22
H 0.79 3.78 1.88 0.27
H 1.23 5.28 1.09 0.24
H 3.03 3.39 4.28 0.23
H 4.52 2.70 3.62 0.22
H 2.97 1.95 3.26 0.26
H 7.37 3.53 -0.23 0.23
H 8.24 2.34 0.75 0.22
H 7.08 3.45 1.50 0.23
H 6.56 1.08 -2.03 0.22
H 5.65 -0.26 -1.33 0.24
H 7.35 -0.04 -0.91 0.22
H 5.99 1.11 2.81 0.23
H 6.79 -0.18 1.90 0.22
H 5.02 -0.11 1.98 0.26
H 2.72 6.23 -1.14 0.23
H 1.72 5.02 -1.93 0.25
H 2.69 6.13 -2.90 0.23
H 5.82 5.69 -0.66 0.23
H 5.66 6.25 -2.33 0.23
H 6.59 4.80 -1.97 0.22
H 3.45 2.89 -3.86 0.24
H 5.20 2.88 -3.67 0.23
H 4.40 4.27 -4.41 0.23
```